76
Properties=species:S:1:pos:R:3:forces:R:3:mulliken_charge:R:1 method="wB97M-V/def2-TZVPD" orbital_gap_ev=5.23 spin_multiplicity=1 charge=+1 e_tot_ha=-2286.4041 de_lowest_kj_mol=0.00
O 1.87210 -2.66175 -5.29402 0.1 -0.1 0.0 -0.507
P 3.18304 -3.23066 -5.66467 -0.2 0.2 -0.1 0.152
C 4.17628 -3.67924 -4.17562 0.2 -0.3 0.1 -0.078
C 3.18351 -3.94205 -3.01352 -0.3 0.0 -0.6 -0.727
C 2.76252 -5.33890 -3.32863 -0.1 0.1 0.1 -0.105
N 3.62098 -5.91924 -4.07633 0.2 -0.1 -0.3 0.018
C 4.82116 -5.06018 -4.29033 0.2 0.0 0.6 -0.713
H 4.04558 -2.44039 -6.43707 0.1 0.0 0.0 0.140
H 3.11641 -4.43298 -6.39687 0.1 0.0 0.0 0.066
H 4.90565 -2.89942 -3.96092 -0.1 0.0 0.1 0.604
H 3.66315 -3.90542 -2.03047 -0.1 0.1 0.0 0.491
H 2.31126 -3.28758 -3.06169 0.1 0.1 0.3 0.159
H 1.84685 -5.83510 -3.02631 0.0 0.0 0.0 0.454
H 3.50440 -6.84378 -4.47935 0.1 -0.1 0.2 0.279
H 5.43595 -5.21731 -3.39840 0.2 -0.1 -0.2 0.338
H 5.42806 -5.32353 -5.15228 -0.4 0.0 -0.3 0.388
F 0.74072 0.06062 -0.02515 0.0 0.0 0.0 -0.366
C 0.33274 0.28684 -1.29321 0.0 0.0 0.0 0.598
C 0.68596 -0.62055 -2.27107 0.0 0.0 0.0 -0.882
C 0.26806 -0.39916 -3.57596 0.0 0.0 0.0 -0.036
C -0.49058 0.72462 -3.87849 0.0 0.0 0.0 -0.732
C -0.83553 1.62027 -2.87505 0.0 0.0 0.0 -0.794
C -0.42358 1.40675 -1.56597 -0.1 0.1 0.1 -0.017
H 1.27807 -1.48455 -1.99716 0.0 0.0 0.0 0.296
H 0.53570 -1.10895 -4.34625 0.0 0.1 0.0 0.481
H -0.81826 0.89761 -4.89459 0.0 0.0 0.0 0.411
H -1.43394 2.49180 -3.10538 0.0 0.0 0.0 0.424
H -0.69313 2.08718 -0.76732 0.0 0.0 0.0 0.684
F -6.31431 -1.41462 1.96571 0.0 0.0 0.0 -0.332
C -5.51293 -0.96094 0.98084 0.0 0.0 0.0 0.347
C -6.06465 -0.69185 -0.25619 0.0 0.0 0.0 -0.585
C -5.23111 -0.22143 -1.26055 0.0 0.0 0.0 -0.489
C -3.87751 -0.03005 -1.01958 0.1 -0.1 -0.1 -0.347
C -3.35019 -0.31454 0.23123 0.0 0.0 -0.1 0.205
C -4.17115 -0.78184 1.24784 0.1 -0.1 0.1 -0.649
H -7.12250 -0.84696 -0.41772 0.0 0.0 0.0 0.448
H -5.64601 0.00301 -2.23443 0.0 0.0 0.0 0.394
H -3.23252 0.33917 -1.80637 0.0 0.0 0.0 0.310
H -2.29380 -0.16827 0.42288 0.0 0.0 0.0 0.143
H -3.78147 -1.00334 2.23364 0.0 0.0 0.0 0.570
F -4.48036 2.74211 0.44300 0.0 0.0 0.0 -0.339
C -3.62376 3.21816 1.37066 0.0 0.0 0.0 0.373
C -3.03185 4.44877 1.16142 0.0 0.0 0.0 -0.589
C -2.14980 4.93139 2.11993 0.0 0.0 0.0 -0.338
C -1.87316 4.18906 3.26002 0.0 0.0 -0.1 -0.669
C -2.48511 2.95781 3.43944 0.1 -0.1 0.1 -0.320
C -3.36896 2.45905 2.49493 0.0 0.0 0.0 -0.428
H -3.26381 5.01097 0.26682 0.0 0.0 0.0 0.460
H -1.67733 5.89360 1.97124 0.0 0.0 0.0 0.403
H -1.17814 4.56351 3.99898 0.0 0.0 0.0 0.442
H -2.26862 2.36664 4.32043 0.0 0.0 0.0 0.461
H -3.85031 1.50096 2.62502 0.0 0.0 0.0 0.488
F -0.06764 0.83693 6.07206 0.0 0.0 0.0 -0.353
C -0.47160 -0.11490 5.20621 0.0 0.0 0.0 0.371
C -1.14049 -1.21917 5.69650 0.0 0.0 0.0 -0.654
C -1.56530 -2.18553 4.79577 0.0 0.0 0.0 -0.292
C -1.31597 -2.03975 3.43714 0.0 0.0 0.0 -0.924
C -0.63755 -0.91940 2.97507 0.0 0.0 0.0 0.089
C -0.20817 0.05781 3.86277 0.0 0.1 -0.1 -0.462
H -1.32369 -1.30942 6.75835 0.0 0.0 0.0 0.454
H -2.09788 -3.05424 5.15996 0.0 0.0 0.0 0.378
H -1.65513 -2.79564 2.74054 0.0 0.0 0.0 0.438
H -0.44163 -0.79537 1.91817 0.0 0.0 0.0 0.430
H 0.30530 0.94723 3.52064 0.0 0.0 0.0 0.540
F 1.02667 3.13285 2.24866 0.0 0.0 0.0 -0.040
C 2.33089 3.16817 1.90203 0.0 0.0 0.0 0.207
C 2.68720 2.77864 0.62780 0.0 0.0 -0.1 -0.149
C 4.02884 2.82082 0.27591 0.0 0.0 0.0 -0.500
C 4.98315 3.24187 1.19199 0.0 0.0 0.0 -0.608
C 4.59318 3.62475 2.46835 0.0 0.0 0.0 -0.341
C 3.25529 3.59204 2.83517 0.0 0.0 0.0 -0.552
H 1.92657 2.45271 -0.06778 0.0 0.0 0.0 0.402
H 4.32678 2.52586 -0.72212 0.0 0.0 0.0 0.386
H 6.02751 3.27526 0.91235 0.0 0.0 0.0 0.378
H 5.33321 3.95335 3.18590 0.0 0.0 0.0 0.378
H 2.92666 3.88981 3.82147 0.0 0.0 0.0 0.440

***

83
Properties=species:S:1:pos:R:3:forces:R:3:mulliken_charge:R:1 method="wB97M-V/def2-TZVPD" orbital_gap_ev="7.25 / 7.01" spin_multiplicity=2 charge=+1 e_tot_ha=-3822.7855 de_lowest_kj_mol=5.02 s_squared=0.755
Ti 0.48994 -0.89126 1.28105 0.0 -0.1 0.2 0.061
I 5.47382 4.31123 1.57379 0.0 0.0 0.0 0.103
C 4.09461 2.89622 0.90497 0.0 0.0 0.0 -0.645
C 2.99074 3.30087 0.16879 0.0 0.0 0.0 -0.250
C 2.05948 2.36063 -0.24639 -0.1 -0.1 0.0 0.598
I 0.46102 2.94460 -1.44481 0.0 0.0 0.0 0.208
C 2.19581 1.01379 0.09598 0.0 0.0 -0.1 -0.281
O 1.29530 0.07890 -0.20231 0.1 0.1 0.0 -0.508
C 3.37208 0.61448 0.75300 0.0 0.0 0.0 0.939
C 3.60634 -0.86733 0.82874 0.0 0.1 0.0 -1.867
N 2.60446 -1.58751 1.65797 0.0 0.0 0.0 0.308
C 2.98192 -1.68903 3.07933 0.0 0.0 0.0 -1.229
C 2.06463 -0.92229 3.98290 0.0 0.0 0.0 0.661
C 2.40930 -0.67883 5.30508 0.0 0.0 0.0 -1.078
C 1.47921 -0.09641 6.14356 0.0 0.0 0.0 -0.473
C 0.22515 0.21957 5.63719 0.0 0.0 0.0 -1.029
C -0.03039 -0.02815 4.30683 0.0 0.0 0.0 -0.339
N 0.87832 -0.57454 3.48175 0.0 0.0 0.0 0.896
C 4.30560 1.54972 1.16806 0.0 0.0 0.0 -0.580
H 2.85240 4.34343 -0.08319 0.0 0.0 0.0 0.462
H 4.61469 -1.07952 1.19136 0.0 0.0 0.0 0.502
H 3.51766 -1.27146 -0.18106 0.0 0.0 0.0 0.353
H 2.52771 -2.53430 1.30060 0.0 0.0 0.0 0.213
H 4.01254 -1.36155 3.22772 0.0 0.0 0.0 0.539
H 2.92754 -2.73595 3.38336 0.0 0.0 0.0 0.402
H 3.39093 -0.95762 5.66405 0.0 0.0 0.0 0.519
H 1.72244 0.10190 7.17880 0.0 0.0 0.0 0.433
H -0.54061 0.65870 6.25989 0.0 0.0 0.0 0.480
H -0.98715 0.20970 3.86476 0.0 0.0 0.0 0.544
H 5.20876 1.22927 1.67322 0.0 0.0 0.0 0.458
O 0.40889 -3.16483 2.38319 -0.1 0.0 0.0 -0.447
S -1.05904 -2.89046 2.56061 0.1 -0.1 0.0 0.237
N -1.45907 -1.59182 1.98610 0.0 0.1 -0.1 -0.463
C -1.49309 -5.21431 -5.84021 0.0 0.0 0.0 -1.535
C -1.06558 -4.72602 -4.48876 0.0 0.0 0.0 0.662
C -0.98378 -3.36672 -4.21161 0.0 0.0 0.0 -1.083
C -0.59173 -2.89058 -2.97088 0.0 0.0 0.0 0.485
C -0.53811 -1.40447 -2.75517 0.0 0.0 0.0 -1.103
C -0.26117 -3.83413 -1.96798 0.0 0.0 0.0 0.609
C 0.17554 -3.42734 -0.66129 0.1 0.0 -0.1 -0.298
O 0.30049 -2.25586 -0.29383 -0.1 0.0 0.1 0.197
C -0.34079 -5.22492 -2.23278 0.0 0.0 0.0 1.204
C 0.00192 -6.27033 -1.19931 0.0 0.0 0.0 -1.849
C -0.74134 -5.63973 -3.48560 0.0 0.0 0.0 -0.824
H -1.73579 -4.38855 -6.50555 0.0 0.0 0.0 0.349
H -2.36765 -5.86076 -5.75520 0.0 0.0 0.0 0.360
H -0.69899 -5.80494 -6.29988 0.0 0.0 0.0 0.350
H -1.23449 -2.65484 -4.98887 0.0 0.0 0.0 0.310
H -0.78890 -0.88658 -3.67919 0.0 0.0 0.0 0.405
H 0.44035 -1.06892 -2.41238 0.0 0.0 0.0 0.092
H -1.24528 -1.09688 -1.98221 0.0 0.0 0.0 0.125
H 0.43458 -4.21477 0.05516 0.0 0.0 0.0 0.448
H -0.62294 -6.18542 -0.30932 0.0 0.0 0.0 0.391
H 1.04467 -6.20488 -0.88479 0.0 0.0 0.0 0.377
H -0.15337 -7.26320 -1.61496 0.0 0.0 0.0 0.368
H -0.80345 -6.70077 -3.69717 0.0 0.0 0.0 0.399
C -2.48110 0.85552 0.24870 0.0 0.0 0.0 -1.555
C -1.55345 1.59123 1.14791 0.0 0.0 0.0 0.536
N -0.39459 1.15184 1.60912 0.0 0.0 -0.1 2.028
C 0.18871 2.20553 2.29026 0.0 0.0 0.0 -1.043
C -0.64256 3.27010 2.26899 0.0 0.0 0.0 -1.102
N -1.75095 2.86917 1.55055 0.0 0.0 0.0 0.344
C -2.84788 3.75080 1.19374 0.0 0.0 0.0 -1.533
N -2.50281 4.67061 0.15158 0.0 0.0 0.0 0.807
N -1.72434 5.73975 0.45816 0.1 0.0 0.0 -0.491
N -1.40567 6.35537 -0.60829 -0.1 0.0 0.0 -0.572
C -1.97494 5.69665 -1.68070 0.0 0.0 0.0 0.576
C -1.90977 5.96818 -3.05001 0.0 0.0 0.0 -0.686
C -2.56283 5.09980 -3.89204 0.0 0.0 0.0 -0.544
C -3.27706 3.98918 -3.39471 0.0 0.0 0.0 -0.797
C -3.35349 3.71138 -2.04834 0.0 0.0 0.0 -0.648
C -2.67775 4.59357 -1.20055 0.0 0.0 0.0 1.003
H -2.25499 -0.20537 0.27637 0.0 0.0 0.0 0.174
H -2.36563 1.22351 -0.77343 0.0 0.0 0.0 -0.055
H -3.52082 0.97128 0.55552 0.0 0.0 0.0 0.654
H 1.16342 2.12181 2.74084 0.0 0.0 0.0 0.729
H -0.54974 4.26889 2.65802 0.0 0.0 0.0 0.536
H -3.12590 4.32303 2.07605 0.0 0.0 0.0 0.267
H -3.69814 3.15536 0.87236 0.0 0.0 0.0 0.531
H -1.36252 6.82471 -3.41837 0.0 0.0 0.0 0.448
H -2.53857 5.26754 -4.96003 0.0 0.0 0.0 0.401
H -3.78481 3.33989 -4.09580 0.0 0.0 0.0 0.412
H -3.91793 2.86546 -1.67906 0.0 0.0 0.0 0.419

***

78
Properties=species:S:1:pos:R:3:forces:R:3:mulliken_charge:R:1 method="wB97M-V/def2-TZVPD" orbital_gap_ev=8.24 spin_multiplicity=1 smiles=Oc1ccc(O)cc1.Oc1ccc(O)cc1.Oc1ccc(O)cc1.Oc1ccc(O)cc1.c1ccncc1.c1ccncc1 e_tot_ha=-2027.0953 de_lowest_kj_mol=0.00
O -2.05918 -3.81277 1.13382 -0.2 -0.9 0.0 -0.561
C -3.28635 -3.46366 0.62364 0.0 4.0 3.3 0.113
C -4.07869 -2.46756 1.27100 -4.8 -0.7 -1.1 -0.230
C -5.60756 -2.25378 0.76336 4.9 -1.9 0.2 -0.950
C -5.95995 -2.95007 -0.38586 4.6 -2.0 -1.2 0.757
O -7.05004 -2.72527 -1.03483 -3.6 3.0 1.8 -0.530
C -5.00002 -3.86818 -1.05397 -1.1 1.4 0.9 -0.448
C -3.71344 -4.03837 -0.50871 -6.7 3.5 -0.2 -0.724
H -1.40063 -3.12117 1.08086 0.2 0.4 0.1 0.311
H -3.96520 -1.99550 2.27498 0.7 -0.6 -1.0 0.549
H -6.29999 -1.66668 1.33225 -0.1 0.4 0.0 0.580
H -7.41761 -3.08161 -1.80210 0.3 -1.6 -1.6 0.326
H -5.41299 -4.37369 -2.02757 1.2 0.8 2.1 0.146
H -3.29503 -4.78853 -0.87750 4.6 -6.0 -3.2 0.714
O 1.65578 2.69954 -4.31680 1.1 -1.6 -1.5 -0.618
C 1.43452 2.79707 -2.95033 -2.3 -0.6 -1.7 0.448
C 0.07285 3.01587 -2.60042 1.2 0.7 5.0 -0.638
C -0.23976 3.27698 -1.16712 6.2 -2.3 -3.9 -0.928
C 0.90326 3.11795 -0.22900 -4.8 2.3 -1.9 0.424
O 0.72316 3.41848 1.06412 0.0 -0.4 1.1 -0.535
C 2.12593 3.00169 -0.65512 4.4 -2.1 -1.5 -0.296
C 2.41321 2.73772 -2.03521 0.5 1.7 2.1 -0.532
H 2.11516 1.86631 -4.72278 -1.1 2.2 1.9 0.345
H -0.67919 3.06322 -3.32941 -0.9 0.0 -0.9 0.526
H -1.21291 3.21586 -0.92430 -3.3 0.4 1.3 0.658
H -0.13450 3.05084 1.17981 -1.4 -0.1 1.4 0.340
H 2.89514 2.85961 0.14823 -0.5 0.5 -1.1 0.249
H 3.40525 2.91849 -2.37217 0.9 -0.7 -0.2 0.609
O 6.02264 -1.01064 -3.38709 -0.8 1.1 0.3 -0.512
C 4.80127 -1.51682 -3.71770 -2.3 -1.6 -0.6 0.430
C 4.73804 -2.85330 -4.18251 -3.3 -1.0 -1.1 -0.556
C 3.46460 -3.52836 -4.69463 0.5 6.1 2.6 -0.785
C 2.26649 -2.73860 -4.55117 1.6 0.2 1.6 0.389
O 1.05366 -3.30374 -4.90421 1.2 -0.1 -0.4 -0.533
C 2.30375 -1.45768 -3.84796 0.9 -0.2 -0.6 0.007
C 3.53212 -0.79744 -3.53492 0.8 -1.5 -0.8 -0.174
H 6.68981 -1.67558 -3.53436 0.3 -0.3 -0.1 0.313
H 5.60080 -3.50222 -4.13033 0.3 0.2 -0.2 0.234
H 3.32614 -4.50986 -4.99213 0.4 -1.8 -0.6 0.486
H 0.37156 -2.96846 -4.33612 -0.5 0.4 0.4 0.305
H 1.34140 -0.96680 -3.52349 1.1 -0.5 -0.7 0.187
H 3.54847 0.25809 -3.21580 -0.1 -0.8 0.2 0.193
O 4.72490 1.24220 7.35260 2.0 0.0 1.2 -0.539
C 4.34901 1.33460 6.05603 -2.5 -0.8 0.9 0.570
C 5.26676 0.97065 5.09409 -2.8 0.1 -4.4 -0.671
C 4.74333 0.83976 3.69973 -1.2 -1.2 2.4 -0.457
C 3.32262 0.94087 3.48568 2.8 1.0 -1.3 0.482
O 2.96223 0.78351 2.15598 -2.6 0.4 0.5 -0.256
C 2.46375 1.34027 4.47137 2.7 -0.3 2.3 -0.384
C 2.96537 1.45183 5.78843 0.2 -0.3 -1.4 -0.576
H 4.14536 1.37688 8.11515 -0.5 0.2 -1.2 0.317
H 6.23887 0.65810 5.30419 1.4 -0.1 0.5 0.471
H 5.22784 0.30092 2.84302 0.2 1.0 1.1 0.280
H 1.96013 0.95874 2.10706 2.2 -0.4 -0.1 0.032
H 1.45875 1.49110 4.37816 -2.6 0.1 -0.7 0.503
H 2.20527 1.39515 6.57258 0.6 0.6 0.1 0.217
C -4.67216 2.94704 -0.52249 -3.8 -1.1 5.6 -0.748
C -4.57308 1.66027 -0.02112 0.4 -0.7 0.2 -0.199
C -5.24341 1.28016 1.20997 1.4 1.3 0.9 -0.382
N -5.88730 2.20205 1.94765 -1.1 0.1 -1.9 -0.531
C -6.18563 3.36546 1.30826 0.4 0.0 0.0 -0.240
C -5.55123 3.81814 0.14742 -1.2 -0.3 0.8 -0.266
H -4.25325 3.38767 -1.27481 3.0 1.5 -4.8 0.706
H -3.88670 1.03097 -0.60366 -0.6 -0.4 0.6 0.492
H -5.12416 0.36697 1.85940 0.3 0.6 -1.7 0.438
H -6.98915 3.97977 1.72889 0.6 -0.1 0.3 0.355
H -5.86191 4.82679 -0.19207 0.6 -0.8 -0.1 0.340
C 0.82893 -0.20142 -0.39494 -1.6 2.6 -1.1 0.739
C 1.74784 -1.15383 0.01555 -0.9 1.5 0.7 -0.732
C 1.51095 -1.84380 1.13480 -3.2 -2.1 2.2 -0.547
N 0.25495 -1.76972 1.80501 2.5 -0.4 -0.9 -0.601
C -0.63595 -0.92273 1.34078 -1.6 -0.5 -1.6 -0.613
C -0.44480 -0.08248 0.18063 0.0 -1.3 1.4 -0.333
H 1.07536 0.61614 -1.11956 0.0 -1.3 0.2 0.162
H 2.72866 -1.15017 -0.28094 2.1 -0.1 -1.5 0.611
H 2.18527 -2.67413 1.43532 -0.5 1.0 0.3 0.373
H -1.70187 -1.13423 1.69415 1.5 1.0 0.0 0.655
H -1.34748 0.50513 -0.14875 1.6 -0.3 0.1 0.245